This record from OMol25 describes a single C2HBrF2S molecule. The level of theory is ωB97M-V/def2-TZVPD.

XYZ file:
```
7
Properties=species:S:1:pos:R:3:forces:R:3
F -1.106136 -0.502645 -1.651984 -0.14 0.34 2.01
C -0.353165 -0.630263 -0.446035 0.15 3.36 -1.50
S 1.325606 -0.381660 -0.916592 -0.63 1.05 0.99
C 0.042299 0.664615 0.426287 3.18 -4.16 -0.83
F -0.304902 1.888052 0.383871 -0.56 0.85 -0.90
Br 1.192960 0.321244 2.060911 -1.65 0.33 -0.63
H -0.796661 -1.359344 0.143543 -0.34 -1.79 0.85
```
Positions in Å, forces in eV/Å.

- HOMO: -9.32 eV
- LUMO level: -0.27 eV
- SMILES: F[C@H]1S[C@]1(F)Br
- ΔE to the lowest compared entry with this formula, charge and spin: 2.217 eV
- Largest force on an atom: 0.103 hartree/bohr

Atom charges from the Mulliken analysis, given in e for atoms 1 to 2: atom 1 (F): -0.241, atom 2 (C): 0.137